A structure of composition C27H32AuI2N5O, computed with the ωB97M-V functional and the def2-TZVPD basis.

As for the frontier orbital gap (spin up / spin down): 5.42 / 5.42 eV. The total energy comes out at -2128.011338 hartree. For the HOMO energy (spin up / spin down), the calculation gives -6.744 / -6.743 eV.

CARTESIAN COORDINATES (ANGSTROEM)
Au1 -0.067 0.037 -0.723
I1 5.244 -0.790 5.056
I2 4.747 -1.473 -0.944
O1 2.113 -0.145 -0.282
N1 0.075 -2.309 -0.940
N2 -0.287 0.153 1.745
N3 -0.569 1.778 -1.490
N4 -2.408 -0.074 -0.008
N5 0.501 -4.778 -1.367
C1 -1.155 5.269 -0.849
C2 -0.928 -4.526 -1.299
C3 4.156 -0.567 3.252
C4 -4.000 0.490 1.656
C5 0.139 5.764 -0.721
C6 3.977 -0.820 0.911
C7 2.686 -0.239 0.864
C8 2.248 2.694 -1.313
C9 0.902 -2.484 -2.144
C10 2.893 -0.010 3.276
C11 -3.394 -0.309 -0.856
C12 -2.686 0.356 1.213
C13 1.045 3.550 -1.082
C14 4.721 -0.966 2.054
C15 -2.774 3.396 -1.219
C16 -1.539 0.800 2.076
C17 -1.196 -3.009 -1.140
C18 1.081 -3.989 -2.442
C19 1.113 -4.385 -0.109
C20 -5.036 0.219 0.779
C21 -4.730 -0.172 -0.516
C22 2.164 0.183 2.114
C23 0.861 0.924 2.217
C24 0.762 -2.916 0.205
C25 -0.285 3.011 -1.214
C26 -1.386 3.940 -1.100
C27 1.214 4.895 -0.831
H1 -1.800 0.700 3.142
H2 -1.406 1.870 1.869
H3 1.971 1.699 -1.643
H4 -1.385 -4.914 -2.212
H5 1.661 -2.339 0.406
H6 0.098 -2.844 1.071
H7 2.137 -4.251 -2.529
H8 -3.062 2.875 -0.303
H9 -4.201 0.812 2.668
H10 5.714 -1.386 2.016
H11 0.903 1.834 1.607
H12 0.720 1.226 3.269
H13 2.221 5.279 -0.729
H14 -0.256 -0.788 2.130
H15 0.751 -5.057 0.673
H16 0.587 -4.275 -3.372
H17 1.857 -1.991 -1.963
H18 -1.847 -2.803 -0.287
H19 2.191 -4.517 -0.204
H20 -2.814 2.670 -2.031
H21 0.405 -1.970 -2.970
H22 2.836 2.606 -0.396
H23 -1.999 5.939 -0.750
H24 -1.328 -5.094 -0.456
H25 2.469 0.307 4.218
H26 2.894 3.145 -2.066
H27 -1.669 -2.598 -2.034
H28 -5.506 -0.367 -1.239
H29 -3.488 4.196 -1.401
H30 0.306 6.817 -0.560
H31 -3.092 -0.598 -1.851
H32 -6.065 0.317 1.097

Need the Löwdin charges? In units of e they are:
1. Au 0.99
2. I 0.79
3. I 0.90
4. O -0.30
5. N -0.24
6. N -0.11
7. N -0.02
8. N 0.05
9. N -0.17
10. C -0.06
11. C -0.15
12. C -0.73
13. C -0.02
14. C -0.05
15. C -0.61
16. C -0.50
17. C -0.04
18. C -0.17
19. C -0.13
20. C -0.14
21. C -0.27
22. C -0.19
23. C -0.24
24. C -0.05
25. C -0.17
26. C -0.16
27. C -0.15
28. C -0.14
29. C -0.06
30. C -0.05
31. C -0.16
32. C -0.17
33. C -0.15
34. C -0.37
35. C -0.20
36. C -0.06
37. H 0.13
38. H 0.13
39. H 0.04
40. H 0.12
41. H 0.09
42. H 0.12
43. H 0.12
44. H 0.07
45. H 0.11
46. H 0.08
47. H 0.12
48. H 0.12
49. H 0.11
50. H 0.12
51. H 0.12
52. H 0.12
53. H 0.06
54. H 0.11
55. H 0.12
56. H 0.07
57. H 0.11
58. H 0.09
59. H 0.11
60. H 0.12
61. H 0.09
62. H 0.09
63. H 0.11
64. H 0.10
65. H 0.08
66. H 0.11
67. H 0.11
68. H 0.11

=====

A structure of composition C27H32AuN4O6S3Si, computed with the ωB97M-V functional and the def2-TZVPD basis.

As for the frontier orbital gap: 3.98 eV. The total energy comes out at -3337.843164 hartree. For the energy relative to the best compared isomer or geometry (same formula, charge and spin), the calculation gives 1.728 eV. Its net charge is +1. For the HOMO energy, the calculation gives -10.142 eV.

CARTESIAN COORDINATES (ANGSTROEM)
Au1 0.317 -1.417 -0.219
S1 -1.386 -3.357 0.239
S2 0.054 5.790 1.727
S3 3.743 0.403 -8.374
Si1 -2.532 -5.021 3.179
O1 0.966 5.272 0.738
O2 -0.743 6.918 1.361
O3 -4.950 1.172 1.287
O4 -4.410 3.257 1.352
O5 4.552 -1.536 -9.962
O6 3.256 -1.604 -0.121
N1 -0.038 -1.897 1.817
N2 -1.126 0.506 0.132
N3 -4.167 2.086 1.153
N4 -1.779 2.565 0.565
C1 2.386 -0.949 0.224
C2 -0.748 1.776 0.197
C3 2.620 -1.328 -6.537
C4 -1.329 -3.534 3.023
C5 0.979 6.114 3.266
C6 4.682 -1.147 -8.856
C7 -1.707 3.998 0.759
C8 -0.904 -2.925 1.838
C9 1.137 -0.848 -3.195
C10 -1.072 4.374 2.096
C11 -1.524 -6.303 4.173
C12 2.677 1.031 -5.971
C13 -2.864 1.725 0.743
C14 0.721 -1.132 -2.093
C15 0.048 -1.900 4.172
C16 2.994 -0.015 -6.845
C17 0.420 -1.381 2.945
C18 2.031 0.760 -4.789
C19 0.629 2.219 -0.097
C20 0.288 7.180 4.085
C21 5.583 -1.644 -7.789
C22 1.977 -1.597 -5.353
C23 -3.997 -4.302 4.169
C24 -3.119 -5.791 1.552
C25 -2.426 0.450 0.458
C26 -0.808 -2.993 4.194
C27 1.698 -0.560 -4.451
H1 -3.675 -3.849 5.103
H2 -2.984 -0.465 0.455
H3 0.250 8.112 3.527
H4 5.082 -1.738 -6.830
H5 -0.635 -6.603 3.624
H6 1.973 6.422 2.951
H7 0.677 3.269 -0.371
H8 1.678 -2.603 -5.102
H9 1.040 5.162 3.786
H10 -1.078 -3.435 5.140
H11 1.267 2.089 0.777
H12 -2.290 -6.139 0.944
H13 -2.122 -7.192 4.348
H14 2.811 -2.128 -7.235
H15 0.424 -1.469 5.085
H16 2.950 2.042 -6.235
H17 1.036 1.599 -0.892
H18 -0.733 6.885 4.319
H19 -1.082 4.418 -0.036
H20 -4.513 -3.541 3.590
H21 5.993 -2.602 -8.095
H22 -4.715 -5.080 4.406
H23 0.826 7.350 5.017
H24 1.785 1.550 -4.099
H25 -3.696 -5.094 0.951
H26 -1.205 -5.922 5.139
H27 1.100 -0.547 2.849
H28 -2.708 4.424 0.679
H29 6.398 -0.931 -7.670
H30 -1.798 4.666 2.847
H31 -3.755 -6.647 1.764
H32 -0.425 3.586 2.472

Need the Löwdin charges? In units of e they are:
1. Au 0.97
2. S 0.77
3. S 0.66
4. S 1.01
5. Si 0.59
6. O -0.33
7. O -0.28
8. O 0.11
9. O 0.10
10. O 0.08
11. O 0.15
12. N -0.14
13. N 0.05
14. N -0.35
15. N 0.06
16. C -0.06
17. C -0.31
18. C -0.09
19. C -0.22
20. C -0.28
21. C -0.70
22. C -0.14
23. C -0.74
24. C -0.11
25. C -0.17
26. C -0.16
27. C -0.09
28. C -0.12
29. C -0.21
30. C -0.03
31. C -0.55
32. C -0.12
33. C -0.02
34. C 0.02
35. C -0.12
36. C -0.06
37. C -0.01
38. C -0.16
39. C -0.20
40. C -0.03
41. C -0.05
42. C -0.26
43. H 0.03
44. H 0.12
45. H 0.08
46. H 0.07
47. H 0.04
48. H 0.10
49. H 0.07
50. H 0.12
51. H 0.09
52. H 0.11
53. H 0.09
54. H 0.02
55. H 0.03
56. H 0.11
57. H 0.12
58. H 0.11
59. H 0.07
60. H 0.08
61. H 0.12
62. H 0.03
63. H 0.09
64. H 0.03
65. H 0.09
66. H 0.11
67. H 0.02
68. H 0.02
69. H 0.11
70. H 0.13
71. H 0.10
72. H 0.11
73. H 0.04
74. H 0.10

=====

A cluster of 2 separate species, C27H32BrN2OS in total, computed with the ωB97M-V functional and the def2-TZVPD basis.

As for the frontier orbital gap: 5.56 eV. The total energy comes out at -4204.668274 hartree. For the energy relative to the best compared isomer or geometry (same formula, charge and spin), the calculation gives 0.000 eV. Its net charge is +1. For the HOMO energy, the calculation gives -10.059 eV.

CARTESIAN COORDINATES (ANGSTROEM)
Br1 6.439 0.558 2.255
S1 -2.212 0.951 2.499
O1 -0.251 -1.023 3.468
N1 4.446 -2.250 -1.040
N2 -4.728 1.529 -3.212
C1 -1.724 -0.380 -2.292
C2 -2.721 2.373 1.484
C3 -5.156 2.789 -2.620
C4 -3.881 0.699 -2.515
C5 2.386 1.379 2.758
C6 2.599 -1.018 2.891
C7 4.778 -3.473 -1.751
C8 3.988 -0.924 2.714
C9 0.273 -0.010 2.957
C10 2.272 -2.898 -0.218
C11 -2.574 1.496 4.209
C12 -2.741 0.092 -3.106
C13 3.767 1.504 2.584
C14 -4.112 0.493 -1.128
C15 0.406 -1.337 -0.284
C16 2.611 -0.631 -1.070
C17 -0.981 -1.157 -0.021
C18 0.998 -2.551 0.164
C19 1.782 0.122 2.866
C20 1.251 -0.404 -0.953
C21 -3.221 -0.230 -0.372
C22 -1.934 -0.578 -0.888
C23 3.130 -1.921 -0.792
C24 -5.130 1.301 -4.583
C25 5.544 -1.347 -0.766
C26 4.560 0.351 2.529
C27 -0.508 1.063 2.411
H1 -5.378 0.247 -4.737
H2 -3.647 1.363 4.387
H3 4.225 2.482 2.467
H4 0.389 -3.244 0.749
H5 4.020 -4.247 -1.577
H6 -5.034 0.892 -0.702
H7 -2.648 3.285 2.083
H8 4.607 -1.826 2.709
H9 -0.758 -0.635 -2.735
H10 -0.070 1.820 1.751
H11 -3.762 2.202 1.190
H12 -1.985 0.851 4.869
H13 3.296 0.121 -1.475
H14 5.761 -3.832 -1.421
H15 5.573 -0.513 -1.482
H16 0.823 0.493 -1.392
H17 2.672 -3.895 -0.025
H18 4.827 -3.305 -2.843
H19 -5.114 2.745 -1.521
H20 -6.024 1.902 -4.780
H21 -4.503 3.632 -2.922
H22 6.479 -1.921 -0.815
H23 -2.073 2.429 0.602
H24 -2.284 2.546 4.289
H25 5.449 -0.913 0.238
H26 -6.184 3.015 -2.939
H27 -2.635 0.085 -4.191
H28 -4.346 1.562 -5.303
H29 2.104 -1.978 3.034
H30 -3.513 -0.545 0.631
H31 1.754 2.261 2.805
H32 -1.379 -1.643 0.877

Need the Löwdin charges? In units of e they are:
1. Br 0.76
2. S 1.00
3. O -0.04
4. N -0.19
5. N -0.19
6. C 0.02
7. C -0.24
8. C -0.04
9. C -0.20
10. C -0.03
11. C -0.02
12. C -0.04
13. C -0.11
14. C -0.50
15. C 0.00
16. C -0.22
17. C 0.02
18. C -0.11
19. C -0.02
20. C -0.22
21. C 0.02
22. C 0.08
23. C 0.00
24. C -0.15
25. C 0.00
26. C -0.05
27. C -0.20
28. C -0.21
29. C -0.04
30. C -0.05
31. C -0.67
32. C -0.37
33. H 0.10
34. H 0.06
35. H 0.10
36. H 0.13
37. H 0.08
38. H 0.12
39. H 0.06
40. H 0.11
41. H 0.12
42. H 0.07
43. H 0.05
44. H 0.07
45. H 0.12
46. H 0.09
47. H 0.09
48. H 0.12
49. H 0.12
50. H 0.10
51. H 0.08
52. H 0.09
53. H 0.10
54. H 0.10
55. H 0.06
56. H 0.06
57. H 0.01
58. H 0.10
59. H 0.12
60. H 0.09
61. H 0.12
62. H 0.10
63. H 0.11
64. H 0.14